Record 1
A molecular structure, C28H36As2O2PdS6Si. Source: the OMol25 dataset; level of theory: the ωB97M-V functional and the def2-TZVPD basis.

Results
Gap between HOMO and LUMO   4.57 eV
Total charge   -2
ΔE to the lowest compared entry with this formula, charge and spin   85.7 kJ/mol
E_HOMO   -0.84 eV

Each line ends with the Löwdin charge.
Atoms and positions in Å:
Pd: -1.905 -1.471 0.916  0.075
O: -0.989 -0.353 -2.633  -0.459
As: 0.429 0.454 -2.637  1.161
C: 0.210 2.335 -2.286  -0.296
C: 1.144 3.276 -2.704  -0.117
C: 0.996 4.605 -2.337  -0.101
C: -0.079 4.982 -1.543  -0.090
C: -1.009 4.040 -1.129  -0.066
C: -0.876 2.707 -1.503  -0.078
C: 1.766 -0.155 -1.390  -0.283
C: 3.114 0.127 -1.608  -0.127
C: 4.071 -0.339 -0.722  -0.099
C: 3.680 -1.087 0.384  -0.087
C: 2.337 -1.329 0.621  -0.079
C: 1.370 -0.852 -0.256  -0.104
C: 1.286 0.386 -4.384  -0.284
C: 0.789 1.217 -5.384  -0.101
C: 1.287 1.137 -6.676  -0.093
C: 2.282 0.217 -6.981  -0.105
C: 2.769 -0.626 -5.993  -0.093
C: 2.271 -0.544 -4.699  -0.098
H: 1.988 2.977 -3.317  0.095
H: 1.722 5.341 -2.661  0.092
H: -0.190 6.014 -1.234  0.097
H: -1.832 4.333 -0.492  0.097
H: -1.605 1.971 -1.173  0.084
H: 3.423 0.707 -2.471  0.093
H: 5.119 -0.119 -0.889  0.092
H: 4.425 -1.451 1.081  0.099
H: 2.004 -1.848 1.509  0.097
H: 0.322 -0.990 0.018  0.062
H: 0.009 1.933 -5.153  0.109
H: 0.896 1.790 -7.446  0.097
H: 2.668 0.151 -7.991  0.093
H: 3.537 -1.353 -6.225  0.097
H: 2.649 -1.213 -3.936  0.102
C: -1.646 -5.740 -0.099  -0.336
As: -1.433 -3.806 0.347  0.574
C: -0.336 -3.420 -1.241  -0.276
C: -0.294 -4.121 1.916  -0.280
S: -3.525 -3.191 0.397  -0.007
H: -0.670 -6.210 -0.250  0.009
H: -2.248 -5.811 -1.005  0.004
H: -2.176 -6.224 0.722  0.005
H: 0.712 -3.378 -0.940  0.014
H: -0.638 -2.459 -1.654  -0.017
H: -0.470 -4.217 -1.974  0.015
H: 0.612 -4.651 1.609  0.016
H: -0.861 -4.749 2.605  0.018
H: -0.076 -3.155 2.374  -0.019
C: -3.686 -1.363 4.079  -0.398
S: -5.066 -0.195 4.031  0.762
C: -4.254 1.305 3.650  -1.047
C: -3.685 1.642 2.452  -1.185
S: -3.591 0.749 0.995  0.459
S: -3.036 3.274 2.452  0.851
C: -3.462 3.776 4.040  -1.541
S: -3.150 5.300 4.656  0.370
S: -4.227 2.522 4.906  0.856
H: -4.108 -2.312 4.415  0.025
H: -2.917 -1.028 4.771  0.026
H: -3.253 -1.492 3.086  -0.031
C: 0.359 1.860 1.909  -0.174
Si: 0.274 0.358 3.059  0.199
C: 2.054 0.068 3.708  -0.189
C: -0.658 0.936 4.603  -0.173
O: -0.374 -0.924 2.386  -0.475
H: 0.332 2.800 2.469  0.020
H: -0.516 1.841 1.254  -0.013
H: 1.255 1.864 1.280  0.014
H: 2.252 0.708 4.573  0.008
H: 2.812 0.280 2.953  -0.004
H: 2.172 -0.973 4.028  0.014
H: -0.155 1.793 5.063  0.024
H: -0.721 0.138 5.348  0.020
H: -1.676 1.237 4.349  -0.018

Record 2
3 unconnected molecules or ions with the total composition C4H14O3. Source: the OMol25 dataset; level of theory: the ωB97M-V functional and the def2-TZVPD basis.

Results
Gap between HOMO and LUMO   10.15 eV
ΔE to the lowest compared entry with this formula, charge and spin   162.0 kJ/mol
E_HOMO   -9.54 eV
SMILES   CCO.CO.CO

Each line ends with the natural charge from an NBO analysis.
Atoms and positions in Å:
C: -2.236 0.899 -2.636  -0.637
C: -1.121 0.571 -1.675  -0.070
O: -0.832 1.718 -0.842  -0.759
H: -2.965 1.472 -2.050  0.220
H: -2.803 0.021 -2.950  0.208
H: -2.033 1.524 -3.504  0.210
H: -0.204 0.206 -2.149  0.152
H: -1.502 -0.138 -0.928  0.159
H: -0.328 1.352 -0.090  0.495
C: 1.044 1.063 2.597  -0.244
O: 0.588 0.629 1.308  -0.771
H: 1.079 0.205 3.266  0.172
H: 2.009 1.559 2.481  0.172
H: 0.348 1.828 2.935  0.188
H: 1.288 0.088 0.910  0.493
C: 0.906 -2.252 0.598  -0.258
O: 2.195 -1.684 0.813  -0.755
H: 0.946 -3.344 0.645  0.170
H: 0.335 -1.963 1.475  0.199
H: 0.437 -1.933 -0.330  0.175
H: 2.849 -1.821 0.125  0.481

Record 3
2 unconnected molecules or ions with the total composition C4H10NOP. Source: the OMol25 dataset; level of theory: the ωB97M-V functional and the def2-TZVPD basis.

Results
Gap between HOMO and LUMO   8.95 eV
ΔE to the lowest compared entry with this formula, charge and spin   391.9 kJ/mol
E_HOMO   -8.44 eV
SMILES   C/C=C/O.C=NP

Each line ends with the natural charge from an NBO analysis.
Atoms and positions in Å:
C: -0.915 1.642 0.342  -0.651
C: -1.025 0.306 -0.304  -0.299
C: -1.764 -0.677 0.180  0.123
O: -1.849 -1.917 -0.386  -0.702
H: -1.760 1.982 0.775  0.224
H: -0.307 1.675 1.268  0.213
H: -0.630 2.357 -0.427  0.214
H: -0.567 0.314 -1.347  0.235
H: -2.098 -0.865 1.260  0.189
H: -1.033 -2.056 -0.951  0.479
C: 1.844 0.812 -0.529  -0.038
N: 1.313 -0.354 -0.634  -0.705
P: 1.272 -1.362 0.802  0.469
H: 2.072 1.335 -1.463  0.169
H: 2.121 1.370 0.378  0.157
H: 2.570 -2.087 0.893  -0.024
H: 0.756 -2.473 0.143  -0.052

Record 4
C5H10O in the gas phase. Source: the OMol25 dataset; level of theory: the ωB97M-V functional and the def2-TZVPD basis.

Results
Gap between HOMO and LUMO   10.40 eV
ΔE to the lowest compared entry with this formula, charge and spin   132.5 kJ/mol
E_HOMO   -9.38 eV
SMILES   C[C@H]1C[C@]1(C)O

Each line ends with the natural charge from an NBO analysis.
Atoms and positions in Å:
C: 0.136 1.645 0.643  -0.615
C: -0.779 0.609 -0.002  -0.255
C: -0.370 0.277 -1.427  -0.433
C: -0.160 -0.715 -0.318  0.236
C: 1.035 -1.208 0.458  -0.631
O: -1.102 -1.749 -0.526  -0.707
H: -0.347 2.622 0.741  0.218
H: 0.479 1.333 1.636  0.207
H: 1.041 1.801 0.038  0.204
H: -1.817 0.591 0.313  0.217
H: -1.045 -0.098 -2.190  0.235
H: 0.277 1.062 -1.766  0.215
H: 1.431 -2.140 0.044  0.223
H: 0.677 -1.420 1.478  0.201
H: 1.836 -0.473 0.542  0.221
H: -1.295 -2.137 0.337  0.464

Record 5
C17H15F4NO in the gas phase. Source: the OMol25 dataset; level of theory: the ωB97M-V functional and the def2-TZVPD basis.

Results
Gap between HOMO and LUMO   9.87 eV
E_HOMO   -9.33 eV
SMILES   C[C@@H](NC(=O)Cc1cccc(C(F)(F)F)c1)c1ccc(F)cc1

Each line ends with the natural charge from an NBO analysis.
Atoms and positions in Å:
C: -0.690 -0.310 -2.486  -0.604
C: -1.359 -0.922 -1.251  -0.077
N: -0.374 -1.173 -0.213  -0.617
C: 0.174 -2.385 0.001  0.691
O: -0.168 -3.389 -0.581  -0.623
C: 1.260 -2.405 1.086  -0.524
C: 1.950 -1.091 1.275  -0.022
C: 1.889 -0.401 2.482  -0.193
C: 2.503 0.831 2.628  -0.205
C: 3.176 1.408 1.566  -0.205
C: 3.239 0.725 0.359  -0.077
C: 3.906 1.342 -0.836  0.964
F: 2.993 1.833 -1.704  -0.330
F: 4.642 0.464 -1.533  -0.321
F: 4.714 2.364 -0.528  -0.320
C: 2.639 -0.516 0.211  -0.213
C: -2.451 -0.028 -0.716  -0.037
C: -2.148 1.236 -0.220  -0.196
C: -3.142 2.063 0.271  -0.276
C: -4.449 1.611 0.257  0.398
F: -5.423 2.412 0.733  -0.324
C: -4.782 0.361 -0.232  -0.277
C: -3.773 -0.453 -0.715  -0.175
H: 0.041 -1.006 -2.889  0.219
H: -0.186 0.621 -2.235  0.204
H: -1.437 -0.107 -3.248  0.217
H: -1.772 -1.900 -1.515  0.238
H: -0.022 -0.372 0.287  0.404
H: 0.786 -2.731 2.015  0.239
H: 1.975 -3.177 0.793  0.249
H: 1.357 -0.835 3.316  0.218
H: 2.452 1.349 3.573  0.222
H: 3.649 2.372 1.669  0.232
H: 2.700 -1.035 -0.734  0.233
H: -1.127 1.590 -0.219  0.208
H: -2.917 3.045 0.656  0.230
H: -5.811 0.040 -0.228  0.231
H: -4.017 -1.433 -1.096  0.219

Record 6
A molecular structure, C19H39O3P3PtS. Source: the OMol25 dataset; level of theory: the ωB97M-V functional and the def2-TZVPD basis.

Results
Gap between HOMO and LUMO (alpha / beta)   5.94 / 5.78 eV
Total charge   +4
ΔE to the lowest compared entry with this formula, charge and spin   395.0 kJ/mol
2S+1   5
E_HOMO (alpha / beta)   -17.61 / -18.84 eV

Each line ends with the Mulliken spin population.
Atoms and positions in Å:
P: 3.549 -0.405 0.534  0.052
C: 4.553 -0.540 2.044  0.053
H: 5.609 -0.769 1.778  0.003
H: 4.164 -1.356 2.686  -0.005
H: 4.527 0.401 2.630  -0.005
C: 3.394 -2.057 -0.187  0.042
H: 3.113 -1.979 -1.252  -0.011
H: 2.630 -2.639 0.356  0.003
H: 4.371 -2.572 -0.103  0.008
C: 4.238 0.716 -0.711  0.019
H: 5.198 0.323 -1.090  0.002
H: 4.442 1.694 -0.247  -0.003
H: 3.539 0.856 -1.556  0.003
P: -1.087 4.664 -0.170  0.824
C: -0.748 4.304 1.588  0.026
H: -1.209 5.130 2.147  0.044
H: 0.345 4.247 1.796  0.000
H: -1.088 3.307 1.979  0.000
C: -0.141 5.927 -1.023  -0.004
H: -0.264 5.801 -2.122  0.008
H: 0.958 5.805 -0.862  0.004
H: -0.468 6.929 -0.737  0.046
C: -2.853 4.562 -0.634  0.001
H: -3.396 5.445 -0.233  0.042
H: -3.352 3.587 -0.317  0.004
H: -2.907 4.541 -1.758  0.005
P: -2.931 -2.351 0.241  0.060
C: -3.710 -2.997 1.765  0.040
H: -4.061 -4.038 1.570  0.002
H: -4.574 -2.373 2.078  0.000
H: -2.963 -3.005 2.584  -0.006
C: -4.256 -2.273 -0.975  0.024
H: -4.772 -3.245 -0.994  0.002
H: -3.877 -2.042 -1.979  -0.001
H: -4.976 -1.498 -0.677  -0.003
C: -1.590 -3.471 -0.206  0.072
H: -1.980 -4.503 -0.146  0.008
H: -0.758 -3.353 0.506  -0.002
H: -1.227 -3.304 -1.232  -0.022
Pt: 0.094 0.858 -3.189  0.594
C: 1.827 0.145 0.946  0.616
O: 0.704 0.407 1.069  0.201
C: -2.393 -0.577 0.487  0.631
O: -1.990 0.508 0.477  0.184
C: -1.146 -0.230 -4.285  0.093
C: -0.629 -1.037 -3.226  0.129
C: 0.736 -0.963 -2.828  -0.134
C: 1.662 -0.264 -3.700  0.161
C: 1.187 0.561 -4.781  0.048
C: -0.205 0.462 -5.206  -0.003
H: -2.228 -0.092 -4.447  0.035
H: -1.337 -1.671 -2.682  0.056
H: 1.101 -1.430 -1.919  -0.006
H: 2.743 -0.277 -3.531  0.027
H: 1.857 1.279 -5.314  0.020
H: -0.547 1.014 -6.101  -0.004
C: -0.005 -0.269 4.088  0.000
S: 0.929 -1.604 3.295  0.005
C: 0.686 -2.858 4.554  0.002
O: 0.134 -2.082 2.110  0.005
H: 0.121 -0.377 5.173  0.000
H: -1.058 -0.375 3.807  0.002
H: 0.391 0.704 3.780  -0.001
H: -0.382 -2.885 4.802  0.000
H: 1.013 -3.809 4.121  0.000
H: 1.293 -2.606 5.429  0.000

Record 7
C3H6OS in the gas phase. Source: the OMol25 dataset; level of theory: the ωB97M-V functional and the def2-TZVPD basis.

Results
Gap between HOMO and LUMO   9.04 eV
ΔE to the lowest compared entry with this formula, charge and spin   216.4 kJ/mol
E_HOMO   -8.54 eV
SMILES   CCC(O)=S

Each line ends with the natural charge from an NBO analysis.
Atoms and positions in Å:
C: 2.242 -0.384 -0.353  -0.648
C: 0.830 -0.589 0.452  -0.497
C: -0.368 0.307 0.134  0.169
O: -0.018 1.549 -0.012  -0.642
S: -1.683 -0.434 -0.139  0.005
H: 3.047 0.651 -0.106  0.202
H: 3.013 -1.161 0.148  0.228
H: 2.226 -0.653 -1.430  0.226
H: 1.034 -0.321 1.439  0.210
H: 0.595 -1.710 0.590  0.247
H: 0.927 1.750 0.283  0.501

Record 8
10 unconnected molecules or ions with the total composition C21H65N5O11. Source: the OMol25 dataset; level of theory: the ωB97M-V functional and the def2-TZVPD basis.

Results
Gap between HOMO and LUMO   8.60 eV
ΔE to the lowest compared entry with this formula, charge and spin   164.7 kJ/mol
E_HOMO   -8.60 eV

Each line ends with the Löwdin charge.
Atoms and positions in Å:
N: -2.473 0.166 2.307  0.276
H: -2.038 0.533 1.389  0.132
H: -2.355 0.906 3.129  0.149
H: -2.091 -0.728 2.622  0.109
H: -3.493 -0.075 2.263  0.149
C: -0.232 0.858 -0.436  -0.746
O: -0.640 2.002 -0.618  -0.022
O: 0.943 0.651 0.146  0.100
O: -1.054 -0.118 -0.745  -0.104
H: 1.195 1.617 0.269  0.107
C: 0.596 -0.280 -5.731  -0.087
C: 0.713 -0.521 -4.240  -0.414
C: 1.828 0.363 -3.534  -0.116
O: 3.172 -0.053 -3.899  -0.147
C: 4.167 0.596 -3.412  -0.214
N: -0.674 -0.296 -3.756  0.075
H: 1.567 -0.434 -6.199  0.057
H: 0.233 0.717 -6.219  0.113
H: 0.119 -1.220 -6.132  0.083
H: 0.990 -1.555 -3.982  0.124
H: 1.651 0.249 -2.347  0.136
H: 1.561 1.653 -3.604  0.171
H: 4.190 1.528 -3.440  0.011
H: 5.074 0.040 -3.826  0.138
H: 4.346 0.430 -2.401  0.069
H: -0.766 0.620 -3.797  -0.043
H: -0.721 -0.548 -2.732  0.059
C: 2.630 -2.344 2.761  -0.051
C: 1.439 -2.977 1.976  -0.446
C: 0.818 -4.236 2.541  -0.304
O: 1.610 -5.283 2.283  -0.156
C: 1.046 -6.477 2.901  -0.067
N: 0.321 -2.028 1.829  0.024
H: 3.453 -3.115 2.728  0.085
H: 2.351 -2.142 3.819  0.069
H: 2.908 -1.317 2.236  0.108
H: 1.770 -3.059 0.993  0.107
H: -0.195 -4.601 2.026  0.134
H: 0.534 -3.900 3.631  0.157
H: -0.080 -6.632 2.799  0.109
H: 1.364 -6.713 3.814  0.031
H: 1.387 -7.278 2.185  0.105
H: -0.476 -2.432 1.249  0.043
H: 0.629 -1.126 1.484  0.027
C: -2.182 -5.206 -0.465  0.017
C: -1.262 -3.955 -0.896  -0.378
C: -1.327 -3.601 -2.376  -0.162
O: -0.806 -4.765 -3.077  -0.175
C: -0.438 -4.382 -4.415  -0.126
N: -1.745 -2.795 -0.242  0.003
H: -1.861 -5.274 0.592  0.068
H: -1.889 -6.036 -1.025  0.050
H: -3.149 -4.955 -0.646  0.039
H: -0.310 -3.995 -0.523  0.099
H: -0.919 -2.682 -2.781  0.100
H: -2.245 -3.428 -2.636  0.072
H: -1.255 -3.897 -4.966  0.084
H: -0.188 -5.473 -4.971  0.138
H: 0.478 -3.934 -4.709  0.043
H: -2.617 -2.538 -0.480  0.020
H: -1.190 -1.916 -0.647  0.100
C: 0.586 1.253 3.955  -0.030
C: -0.032 2.512 4.653  -0.451
C: 0.611 3.756 4.306  -0.244
O: 1.978 3.687 4.636  -0.136
C: 2.778 4.752 3.983  -0.037
N: -1.425 2.636 4.477  0.075
H: -0.048 0.336 4.093  0.077
H: 1.641 1.118 4.135  0.074
H: 0.559 1.450 2.886  0.048
H: 0.198 2.306 5.736  0.165
H: -0.054 4.277 4.724  0.064
H: 0.586 3.761 3.271  0.108
H: 2.570 5.778 4.472  0.127
H: 2.952 4.695 2.902  0.077
H: 3.672 4.450 4.308  0.029
H: -1.709 3.103 3.777  -0.060
H: -1.816 3.266 5.245  0.138
C: -0.132 3.398 -4.015  -0.115
O: -1.211 2.646 -3.357  -0.143
H: 0.202 2.938 -4.896  0.045
H: 0.658 3.670 -3.382  0.043
H: -0.610 4.371 -4.272  0.090
H: -1.229 2.647 -2.395  0.031
C: -2.288 4.478 1.509  -0.199
O: -1.768 3.241 1.750  -0.125
H: -3.515 4.613 1.683  0.143
H: -1.905 4.964 0.590  0.079
H: -1.746 5.331 2.105  0.096
H: -1.264 2.917 1.063  0.001
C: 2.189 3.681 0.073  -0.217
O: 1.071 4.224 -0.427  -0.111
H: 1.966 3.494 1.064  0.047
H: 2.773 4.539 0.363  0.091
H: 2.614 3.019 -0.612  0.086
H: 0.492 3.405 -0.516  0.051
C: -4.232 1.387 -1.085  -0.146
O: -3.796 0.252 -0.396  -0.137
H: -3.407 1.937 -1.262  0.001
H: -4.942 2.049 -0.404  0.128
H: -4.463 1.085 -2.182  0.121
H: -2.948 0.019 -0.653  -0.021

Record 9
A molecular structure, C3H4LiO3Rb. Source: the OMol25 dataset; level of theory: the ωB97M-V functional and the def2-TZVPD basis.

Results
Gap between HOMO and LUMO (alpha / beta)   8.66 / 7.78 eV
Total charge   +1
ΔE to the lowest compared entry with this formula, charge and spin   141.9 kJ/mol
2S+1   2
E_HOMO (alpha / beta)   -11.85 / -11.85 eV

Each line ends with the Mulliken spin population.
Atoms and positions in Å:
O: -1.041 1.124 -0.103  0.328
C: -1.691 0.182 0.431  -0.021
C: -2.452 -0.730 -0.368  0.638
H: 1.084 -0.596 0.538  0.007
H: -2.120 0.420 1.422  0.000
H: -2.102 -0.973 -1.373  0.027
H: -3.451 -1.028 -0.050  0.026
Rb: 0.430 3.135 -2.531  0.000
O: 2.254 0.781 -0.689  0.002
C: 2.095 -0.020 0.258  -0.006
O: 3.038 -0.429 0.972  -0.001
Li: 3.954 -1.867 1.494  0.000